No. 1
Formula: C6H15NO
Source: the OMol25 dataset
Level of theory: the ωB97M-V functional and the def2-TZVPD basis

Results
* E_tot: -10002.31822 eV
* lowest unoccupied orbital energy: 0.83 eV
* total charge: 0
* max |F|: 1.33 eV Å⁻¹
* HOMO-LUMO gap: 8.94 eV
* energy relative to the best compared isomer or geometry (same formula, charge and spin): 1.4389 eV

Structure (XYZ):
```
23
Properties=species:S:1:pos:R:3:forces:R:3
C -2.238 -0.075 0.977 0.0 -0.1 -0.3
C -1.617 -0.077 -0.420 0.8 0.9 0.7
N -0.456 0.834 -0.481 0.1 -0.8 0.2
C 0.204 0.838 -1.805 -0.5 0.5 0.4
C 1.703 1.015 -1.539 -0.1 -0.2 -0.7
C 1.886 0.299 -0.221 -0.2 0.5 0.7
C 0.624 0.715 0.524 -0.3 0.6 0.3
H -1.483 -0.250 1.734 0.1 -0.1 0.2
H -3.012 -0.838 1.092 0.0 0.1 -0.1
H -2.672 0.901 1.176 -0.1 0.1 0.1
H -1.353 -1.082 -0.770 -0.1 -0.2 0.0
H -2.328 0.394 -1.082 -0.4 -0.4 -0.5
H -0.216 1.677 -2.359 0.1 -0.1 -0.4
H -0.007 -0.087 -2.350 0.1 -0.1 0.0
H 1.959 2.077 -1.498 0.0 -0.1 0.2
H 2.289 0.575 -2.348 0.0 0.1 0.0
H 2.736 0.630 0.371 0.4 -0.1 -0.2
H 1.928 -0.779 -0.360 0.0 -0.1 0.0
H 0.724 1.737 0.924 0.5 -0.2 0.0
H 0.443 0.119 1.425 -0.3 -0.3 -0.5
O 0.134 -2.681 2.230 -0.3 0.3 0.1
H -0.783 -2.448 2.030 0.2 -0.2 -0.1
H 0.373 -2.035 2.907 0.1 -0.2 0.0
```
Forces are in eV/Å.



No. 2
Formula: C6H15NO
Source: the OMol25 dataset
Level of theory: the ωB97M-V functional and the def2-TZVPD basis

Results
* E_tot: -9995.09870 eV
* spin multiplicity: 2
* lowest unoccupied orbital energy (spin up / spin down): -2.71 / -6.53 eV
* total charge: +1
* max |F|: 1.95 eV Å⁻¹
* HOMO-LUMO gap (spin up / spin down): 12.24 / 8.57 eV
* energy relative to the best compared isomer or geometry (same formula, charge and spin): 0.1406 eV
* ⟨S²⟩: 0.754

Structure (XYZ):
```
23
Properties=species:S:1:pos:R:3:forces:R:3
C -0.978 -0.943 1.239 0.3 0.5 1.4
N -0.018 0.033 0.771 -1.6 0.0 -1.1
C 0.075 1.371 1.301 1.0 0.2 0.4
C 0.844 2.176 0.262 0.0 -0.3 -0.7
C 0.637 1.356 -1.039 -0.4 1.3 -0.3
C 0.462 -0.083 -0.611 1.2 0.1 0.6
C 1.808 -0.889 -0.535 -0.8 -0.3 0.4
H -1.836 -0.991 0.568 0.2 -0.2 -0.2
H -0.479 -1.898 1.348 0.0 -0.4 -0.4
H -1.323 -0.670 2.243 0.1 0.1 -0.3
H 0.621 1.315 2.245 0.0 0.0 0.2
H -0.906 1.755 1.564 -0.4 -0.1 -0.2
H 0.453 3.178 0.101 0.0 0.0 0.3
H 1.903 2.260 0.524 -0.2 -0.1 0.0
H 1.412 1.558 -1.764 0.6 -0.4 0.0
H -0.237 1.760 -1.567 -0.2 -0.4 0.4
H -0.265 -0.636 -1.184 -0.3 -0.2 -0.1
H 2.083 -1.054 0.507 0.1 0.1 0.0
H 1.628 -1.886 -0.951 0.4 0.3 -0.2
H 2.598 -0.323 -1.005 0.2 -0.2 -0.3
H -3.224 -1.801 -1.479 -0.1 -0.3 0.2
H -2.437 -3.089 -1.604 -0.2 0.1 0.4
O -2.822 -2.498 -0.936 0.3 0.3 -0.7
```
Forces are in eV/Å.



No. 3
Formula: C6H15NO
Source: the OMol25 dataset
Level of theory: the ωB97M-V functional and the def2-TZVPD basis

Results
* E_tot: -9990.77039 eV
* spin multiplicity: 2
* lowest unoccupied orbital energy (spin up / spin down): -5.07 / -9.06 eV
* total charge: +1
* max |F|: 8.91 eV Å⁻¹
* HOMO-LUMO gap (spin up / spin down): 9.23 / 5.23 eV
* energy relative to the best compared isomer or geometry (same formula, charge and spin): 4.4689 eV
* ⟨S²⟩: 0.755

Structure (XYZ):
```
23
Properties=species:S:1:pos:R:3:forces:R:3
C 0.669 1.307 0.975 1.6 -0.8 0.1
C 1.096 2.640 0.444 -1.6 2.0 -1.4
C -0.783 1.226 1.485 1.8 -3.9 1.3
O -1.833 1.116 0.797 0.0 1.5 -1.0
N -0.947 0.608 2.649 -7.3 3.1 -4.0
H 0.707 0.739 0.052 -0.7 -0.8 0.3
H 1.555 0.768 1.609 -2.9 1.4 -0.6
H 0.537 3.586 0.676 0.0 -1.2 0.0
H 1.162 2.566 -0.643 -0.4 0.3 0.0
H -1.885 0.553 3.073 0.4 -0.2 -0.7
H -0.320 0.383 3.232 6.7 -1.8 5.0
H 2.062 2.875 0.695 2.4 0.3 1.1
C 0.424 -1.789 -1.682 -0.6 2.2 1.6
C -0.527 -0.470 -1.752 1.0 -4.9 -4.4
C -0.272 -2.729 -0.659 0.1 -1.5 -6.7
H 1.442 -1.551 -1.317 -0.4 0.1 -0.4
H 0.465 -2.122 -2.703 0.3 -0.8 -0.1
H -0.088 0.389 -1.556 2.0 4.0 1.1
H -0.915 -0.410 -2.806 0.2 0.1 1.1
H -0.577 -2.276 0.160 -2.1 2.7 3.6
H 0.377 -3.425 -0.281 1.7 -2.3 0.4
H -1.273 -0.761 -1.139 -2.8 0.0 2.0
H -1.076 -3.222 -1.309 0.7 0.4 1.7
```
Forces are in eV/Å.



No. 4
Formula: C6H15NO2
Source: the OMol25 dataset
Level of theory: the ωB97M-V functional and the def2-TZVPD basis

Results
* E_tot: -12047.11611 eV
* lowest unoccupied orbital energy: 0.76 eV
* total charge: 0
* max |F|: 3.48 eV Å⁻¹
* HOMO-LUMO gap: 9.48 eV
* energy relative to the best compared isomer or geometry (same formula, charge and spin): 4.2952 eV

Structure (XYZ):
```
24
Properties=species:S:1:pos:R:3:forces:R:3
C 0.224 2.034 -0.567 0.3 0.1 0.1
C 1.146 1.432 0.490 -0.6 -0.3 -0.3
C 0.499 1.389 1.870 0.1 0.0 -0.2
C 1.665 0.063 0.041 1.8 1.1 0.1
O 2.088 -0.140 -1.088 -0.4 -0.1 0.1
H 0.693 1.971 -1.546 0.0 0.0 -0.1
H 0.014 3.078 -0.337 0.0 0.1 0.0
H -0.715 1.489 -0.587 -0.1 0.0 0.0
H 2.059 2.043 0.547 0.0 -0.2 0.0
H 1.189 0.987 2.611 0.0 0.0 0.1
H -0.396 0.774 1.843 -0.1 0.0 0.1
H 0.216 2.395 2.177 0.0 0.0 0.1
H 2.093 -0.494 0.903 -0.1 -0.3 -0.1
C 0.209 -2.175 -0.891 -0.6 -0.3 -0.5
N 0.019 -1.251 0.194 -3.3 0.3 1.2
O -1.422 -0.632 0.286 1.9 -0.1 0.1
C -2.376 -0.956 -0.681 0.0 -0.5 -0.6
H -0.527 -2.992 -0.930 0.2 0.2 0.1
H 0.199 -1.617 -1.826 0.1 0.0 0.0
H 1.207 -2.592 -0.789 0.1 0.0 0.1
H -0.120 -1.739 1.084 0.7 -0.1 -0.3
H -3.179 -0.228 -0.551 0.1 -0.1 0.1
H -2.013 -0.873 -1.712 0.1 0.1 0.1
H -2.772 -1.966 -0.543 -0.1 0.0 0.0
```
Forces are in eV/Å.



No. 5
Formula: C6H15NO2
Source: the OMol25 dataset
Level of theory: the ωB97M-V functional and the def2-TZVPD basis

Results
* E_tot: -12049.82581 eV
* lowest unoccupied orbital energy: 0.86 eV
* total charge: 0
* max |F|: 3.79 eV Å⁻¹
* HOMO-LUMO gap: 9.59 eV
* energy relative to the best compared isomer or geometry (same formula, charge and spin): 1.5855 eV

Structure (XYZ):
```
24
Properties=species:S:1:pos:R:3:forces:R:3
C -3.060 -0.109 -0.519 0.2 0.0 0.0
C -1.799 0.740 -0.531 1.3 -1.4 0.1
C -0.406 -0.124 -0.128 -3.1 2.0 -0.7
N -0.581 -1.020 0.986 0.0 -0.1 0.4
C 0.625 0.928 0.182 3.2 -1.7 -1.1
O 0.640 1.348 1.508 -0.2 0.1 0.4
C 2.118 0.276 -0.254 -1.3 1.4 1.0
C 2.502 -0.987 0.494 -0.2 0.2 -0.4
O 2.138 -0.003 -1.640 -0.1 -0.1 -0.2
H -3.920 0.455 -0.883 0.0 0.0 0.0
H -3.294 -0.442 0.493 0.0 -0.1 0.0
H -2.935 -0.985 -1.158 -0.1 -0.1 0.0
H -1.623 1.120 -1.539 0.1 0.1 0.0
H -1.935 1.605 0.123 0.3 -0.1 0.2
H -0.118 -0.687 -1.018 0.0 0.1 0.1
H -1.145 -0.585 1.709 -0.1 -0.1 -0.1
H -1.033 -1.879 0.700 0.0 0.1 0.1
H 0.515 1.817 -0.444 -0.1 -0.1 0.0
H 0.684 0.552 2.054 0.0 0.0 0.0
H 2.836 1.076 -0.017 0.0 -0.1 0.0
H 1.753 -1.762 0.348 0.0 0.0 0.1
H 3.448 -1.363 0.106 0.1 0.1 0.0
H 2.617 -0.784 1.556 -0.1 0.0 0.1
H 1.972 0.812 -2.126 0.0 0.0 0.0
```
Forces are in eV/Å.



No. 6
Formula: C6H15NO2
Source: the OMol25 dataset
Level of theory: the ωB97M-V functional and the def2-TZVPD basis

Results
* E_tot: -12049.13403 eV
* lowest unoccupied orbital energy: 0.85 eV
* total charge: 0
* max |F|: 2.33 eV Å⁻¹
* HOMO-LUMO gap: 10.15 eV
* energy relative to the best compared isomer or geometry (same formula, charge and spin): 2.2773 eV

Structure (XYZ):
```
24
Properties=species:S:1:pos:R:3:forces:R:3
C 1.969 -1.891 0.556 0.1 -0.9 1.6
C 2.117 -0.446 0.977 -0.2 2.3 -0.2
C 0.753 0.236 1.345 1.1 0.3 -0.1
N 0.062 0.485 0.085 -0.7 0.2 -0.1
C -1.390 0.489 0.154 -1.3 -1.3 -0.1
C -2.026 -0.687 -0.627 0.9 0.3 -0.8
C -2.183 -0.234 -2.104 -1.0 -1.3 0.5
O -2.796 -0.900 -2.897 0.1 0.2 -0.2
H 1.034 -2.251 1.019 -0.1 0.0 -1.0
H 2.116 -2.085 -0.495 -0.6 0.0 -0.3
H 2.656 -2.589 1.061 0.3 0.6 -0.1
H 2.467 0.232 0.162 0.0 -0.8 0.1
H 2.883 -0.239 1.725 -0.2 -0.5 0.4
H 0.176 -0.328 2.078 -0.2 -0.6 -0.2
H 0.863 1.216 1.850 0.4 -0.3 -0.3
H 0.349 -0.127 -0.667 0.2 -0.2 0.3
H -1.787 0.446 1.187 0.6 0.3 -0.4
H -1.873 1.318 -0.371 0.5 0.7 0.6
H -1.362 -1.577 -0.723 -0.4 0.4 0.5
H -2.973 -1.004 -0.173 0.1 0.1 -0.5
H -1.727 0.717 -2.428 0.2 0.2 0.2
O -0.138 3.169 -0.495 0.2 0.0 -0.2
H 0.233 2.259 -0.561 -0.1 0.4 0.3
H 0.579 3.791 -0.658 -0.1 -0.2 0.0
```
Forces are in eV/Å.